(1)
DFT (ωB97M-V with the def2-TZVPD basis set) results for C47H39MnN4O7S4 as an isolated structure.

Cartesian coordinates (Å):
1 Mn -0.02 -0.16 0.05
2 O -0.58 -1.65 3.41
3 C -0.32 -1.40 2.05
4 O -1.08 -0.36 1.56
5 C -0.64 -2.68 1.28
6 O -0.32 -2.41 -0.09
7 C -1.34 -2.69 -1.06
8 C -2.26 -1.49 -1.30
9 O -3.40 -1.71 -1.68
10 O -1.71 -0.34 -1.13
11 H -0.90 -0.81 3.77
12 H -1.71 -2.87 1.40
13 H -0.06 -3.53 1.63
14 H -1.91 -3.58 -0.78
15 H -0.80 -2.88 -1.99
16 O 3.10 -1.58 -1.19
17 C 2.42 -0.75 -1.77
18 O 1.27 -0.29 -1.40
19 C 2.90 -0.10 -3.03
20 C 4.26 -0.07 -3.30
21 C 4.75 0.57 -4.43
22 C 3.85 1.18 -5.30
23 C 2.49 1.16 -5.04
24 C 2.00 0.51 -3.91
25 S 0.27 0.44 -3.64
26 H 4.92 -0.56 -2.60
27 H 5.81 0.60 -4.63
28 H 4.21 1.70 -6.19
29 H 1.80 1.65 -5.72
30 N 0.00 1.83 0.07
31 S -0.16 3.26 0.03
32 N -0.47 4.19 1.29
33 S 0.33 4.05 2.68
34 N 1.75 3.81 2.84
35 S 1.60 0.36 2.34
36 N 1.11 -1.10 1.73
37 C 3.17 0.55 1.51
38 C 4.02 -0.54 1.39
39 C 5.25 -0.35 0.80
40 C 5.61 0.91 0.32
41 C 4.74 1.98 0.44
42 C 3.50 1.81 1.05
43 C 2.25 0.07 3.99
44 C 2.74 1.18 4.67
45 C 3.27 1.00 5.93
46 C 3.29 -0.26 6.51
47 C 2.79 -1.35 5.82
48 C 2.27 -1.19 4.54
49 C -0.26 5.63 3.36
50 C 0.72 6.44 3.90
51 C 0.37 7.67 4.43
52 C -0.96 8.08 4.43
53 C -1.94 7.25 3.88
54 C -1.59 6.02 3.34
55 C -0.74 2.94 3.62
56 C -0.42 2.80 4.97
57 C -1.15 1.94 5.76
58 C -2.20 1.21 5.21
59 C -2.52 1.35 3.87
60 C -1.79 2.22 3.06
61 C -1.53 3.82 -0.99
62 C -2.01 5.12 -0.96
63 C -3.06 5.47 -1.79
64 C -3.63 4.51 -2.63
65 C -3.15 3.21 -2.63
66 C -2.09 2.86 -1.81
67 C 1.24 4.01 -0.80
68 C 1.94 3.18 -1.67
69 C 3.03 3.69 -2.36
70 C 3.42 5.01 -2.17
71 C 2.72 5.82 -1.28
72 C 1.62 5.32 -0.60
73 H 3.70 -1.52 1.72
74 H 5.92 -1.19 0.68
75 H 6.57 1.05 -0.16
76 H 5.01 2.96 0.06
77 H 2.82 2.64 1.19
78 H 2.71 2.16 4.20
79 H 3.66 1.86 6.48
80 H 3.70 -0.39 7.51
81 H 2.81 -2.34 6.27
82 H 1.86 -2.03 3.99
83 H 1.74 6.07 3.88
84 H 1.13 8.32 4.86
85 H -1.23 9.04 4.84
86 H -2.97 7.57 3.88
87 H -2.34 5.38 2.91
88 H 0.42 3.36 5.37
89 H -0.90 1.82 6.81
90 H -2.77 0.53 5.83
91 H -3.32 0.77 3.43
92 H -2.01 2.31 2.01
93 H -1.57 5.84 -0.28
94 H -3.44 6.48 -1.78
95 H -4.46 4.79 -3.27
96 H -3.61 2.46 -3.26
97 H -1.74 1.83 -1.77
98 H 1.63 2.15 -1.78
99 H 3.58 3.04 -3.04
100 H 4.28 5.40 -2.70
101 H 3.03 6.85 -1.12
102 H 1.08 5.94 0.11

Calculated values
Energy above the lowest of the compared OMol25 structures with the same formula, charge and spin in kcal/mol: 0.00
HOMO (spin up / spin down) in eV: -5.9 / -5.6
LUMO (spin up / spin down) in eV: 2.18 / 1.15
<S²>: 8.817
2S+1: 6
Molar mass in g/mol: 955.06
Total charge: -1
Kohn-Sham gap (spin up / spin down) in eV: 8.034 / 6.755

Atomic partial charges in e from the Mulliken method, atoms 1 to 99:
1 Mn 1.08
2 O -0.68
3 C 0.66
4 O -0.33
5 C -0.98
6 O -0.36
7 C -0.56
8 C 0.47
9 O -0.79
10 O -0.49
11 H 0.29
12 H 0.47
13 H 0.26
14 H 0.33
15 H 0.32
16 O -0.73
17 C 0.16
18 O 0.37
19 C -0.04
20 C -0.64
21 C -0.69
22 C -0.62
23 C -0.65
24 C 0.92
25 S -0.07
26 H 0.47
27 H 0.38
28 H 0.36
29 H 0.39
30 N -0.09
31 S 0.84
32 N -0.38
33 S 1.59
34 N -0.99
35 S 2.18
36 N -1.08
37 C 0.24
38 C -0.43
39 C -0.76
40 C -0.81
41 C -0.90
42 C 0.50
43 C 0.36
44 C -0.27
45 C -0.74
46 C -0.61
47 C -0.84
48 C -0.19
49 C -0.18
50 C -0.27
51 C -0.76
52 C -0.37
53 C -0.75
54 C -0.44
55 C 0.14
56 C -0.52
57 C -0.84
58 C -0.34
59 C -0.81
60 C 0.74
61 C 0.33
62 C -0.51
63 C -0.79
64 C -0.53
65 C -1.04
66 C -0.30
67 C 0.14
68 C 1.15
69 C 0.04
70 C -0.93
71 C -0.71
72 C -0.46
73 H 0.39
74 H 0.41
75 H 0.39
76 H 0.51
77 H 0.22
78 H 0.30
79 H 0.45
80 H 0.38
81 H 0.43
82 H 0.38
83 H 0.43
84 H 0.41
85 H 0.38
86 H 0.39
87 H 0.39
88 H 0.43
89 H 0.41
90 H 0.40
91 H 0.35
92 H 0.20
93 H 0.39
94 H 0.41
95 H 0.38
96 H 0.51
97 H 0.11
98 H -0.70
99 H 0.21

---

(2)
DFT (ωB97M-V with the def2-TZVPD basis set) results for C47H40I2N2O3OsSb2 as an isolated structure.

Cartesian coordinates (Å):
1 Os 0.30 0.26 -0.14
2 I 0.29 0.43 2.85
3 C 2.32 0.90 2.67
4 C 3.02 1.11 3.83
5 C 4.38 1.43 3.78
6 C 5.01 1.54 2.57
7 C 4.30 1.34 1.37
8 C 4.96 1.49 0.12
9 C 4.30 1.32 -1.06
10 C 2.94 1.00 -1.04
11 C 2.21 0.82 0.14
12 C 2.92 1.00 1.39
13 H 2.52 1.03 4.78
14 H 4.92 1.58 4.70
15 H 6.06 1.79 2.52
16 H 6.02 1.74 0.13
17 H 4.81 1.44 -2.01
18 H 2.44 0.87 -2.00
19 C 0.42 4.06 -1.77
20 C 0.04 3.78 -3.22
21 C 0.53 2.46 -3.82
22 Sb -0.52 0.81 -2.98
23 C -0.07 -0.88 -4.15
24 C -1.10 -1.58 -4.78
25 C -0.81 -2.77 -5.44
26 C 0.49 -3.26 -5.48
27 C 1.51 -2.55 -4.87
28 C 1.24 -1.37 -4.20
29 C -2.51 1.28 -3.50
30 C -2.78 1.92 -4.71
31 C -4.09 2.22 -5.05
32 C -5.12 1.89 -4.18
33 C -4.85 1.26 -2.98
34 C -3.54 0.95 -2.63
35 Sb -0.40 2.90 -0.15
36 C 0.29 3.95 1.52
37 C 1.66 4.12 1.72
38 C 2.11 4.78 2.85
39 C 1.20 5.27 3.78
40 C -0.16 5.11 3.58
41 C -0.63 4.45 2.45
42 C -2.47 3.18 -0.24
43 C -2.99 4.18 -1.07
44 C -4.36 4.38 -1.11
45 C -5.21 3.59 -0.33
46 C -4.68 2.61 0.49
47 C -3.31 2.40 0.54
48 H 0.11 5.07 -1.50
49 H 1.50 4.02 -1.62
50 H 0.46 4.60 -3.81
51 H -1.05 3.86 -3.34
52 H 1.60 2.32 -3.64
53 H 0.39 2.45 -4.90
54 H -2.11 -1.21 -4.75
55 H -1.61 -3.32 -5.93
56 H 0.70 -4.18 -6.00
57 H 2.53 -2.92 -4.91
58 H 2.05 -0.83 -3.72
59 H -1.98 2.17 -5.40
60 H -4.30 2.71 -5.99
61 H -6.14 2.13 -4.45
62 H -5.66 1.00 -2.30
63 H -3.35 0.48 -1.67
64 H 2.37 3.76 0.99
65 H 3.17 4.93 3.00
66 H 1.56 5.78 4.66
67 H -0.87 5.50 4.30
68 H -1.69 4.33 2.29
69 H -2.35 4.80 -1.67
70 H -4.78 5.15 -1.75
71 H -6.27 3.76 -0.37
72 H -5.34 2.00 1.10
73 H -2.91 1.62 1.17
74 I 3.08 -5.21 -1.28
75 C 1.72 -3.67 -1.23
76 C 0.40 -3.70 -1.63
77 N -0.11 -2.48 -1.44
78 N 0.81 -1.64 -0.93
79 C 1.93 -2.36 -0.79
80 H -0.20 -4.50 -2.05
81 H -1.05 -2.16 -1.62
82 H 2.83 -1.91 -0.40
83 O -4.66 -2.71 1.83
84 C -3.39 -2.99 2.10
85 C -3.15 -4.06 2.97
86 C -1.86 -4.42 3.28
87 C -0.77 -3.73 2.75
88 C -0.99 -2.67 1.91
89 C -2.30 -2.27 1.56
90 C -2.57 -1.15 0.65
91 O -3.70 -0.84 0.30
92 O -1.54 -0.45 0.17
93 H -4.68 -1.97 1.18
94 H -4.00 -4.59 3.37
95 H -1.69 -5.26 3.95
96 H 0.24 -4.02 3.01
97 H -0.15 -2.13 1.51

Calculated values
Energy above the lowest of the compared OMol25 structures with the same formula, charge and spin in kcal/mol: 0.00
HOMO (spin up / spin down) in eV: -12.3 / -12.8
LUMO (spin up / spin down) in eV: -5.31 / -7.79
<S²>: 6.063
2S+1: 5
Molar mass in g/mol: 1368.41
Total charge: +2
Kohn-Sham gap (spin up / spin down) in eV: 7.037 / 5.030

Partial charges, Mulliken, in e:
1 Os 0.70
2 I 0.31
3 C 0.57
4 C -0.77
5 C -0.85
6 C -0.86
7 C 1.19
8 C -1.05
9 C -1.14
10 C 0.65
11 C -0.34
12 C 0.25
13 H 0.49
14 H 0.45
15 H 0.47
16 H 0.44
17 H 0.55
18 H -0.09
19 C -1.05
20 C -0.48
21 C -1.04
22 Sb -0.06
23 C 0.78
24 C -0.52
25 C -0.75
26 C -0.69
27 C -0.63
28 C -0.66
29 C 0.72
30 C -0.76
31 C -0.71
32 C -0.75
33 C -0.45
34 C -0.39
35 Sb 1.17
36 C 0.84
37 C -0.60
38 C -0.64
39 C -0.68
40 C -0.72
41 C -0.49
42 C 0.95
43 C -0.61
44 C -0.76
45 C -0.70
46 C -0.75
47 C -0.57
48 H 0.70
49 H 0.67
50 H 0.57
51 H 0.07
52 H 0.67
53 H 0.61
54 H 0.52
55 H 0.46
56 H 0.44
57 H 0.51
58 H 0.37
59 H 0.47
60 H 0.44
61 H 0.42
62 H 0.53
63 H 0.21
64 H 0.39
65 H 0.49
66 H 0.43
67 H 0.44
68 H 0.46
69 H 0.37
70 H 0.48
71 H 0.47
72 H 0.43
73 H 0.52
74 I 0.22
75 C -1.18
76 C -0.38
77 N 0.54
78 N -0.25
79 C -0.12
80 H 0.59
81 H -0.08
82 H 0.57
83 O -0.66
84 C 0.40
85 C -0.75
86 C -0.41
87 C -1.63
88 C 0.09
89 C -0.23
90 C 0.25
91 O -0.82
92 O 1.27
93 H 0.34
94 H 0.50
95 H 0.44
96 H 0.50
97 H 0.67

---

(3)
DFT (ωB97M-V with the def2-TZVPD basis set) results for C47H40N2O4PS3SbSc as an isolated structure.

Cartesian coordinates (Å):
1 Sc 0.23 -0.41 1.97
2 O -1.35 -1.00 0.73
3 N -1.75 -2.27 0.67
4 C -3.06 -2.51 0.52
5 C -3.52 -3.79 0.36
6 C -2.60 -4.84 0.37
7 C -1.26 -4.57 0.55
8 C -0.81 -3.25 0.73
9 S 0.82 -2.81 1.02
10 H -3.68 -1.62 0.51
11 H -4.58 -3.96 0.24
12 H -2.93 -5.86 0.24
13 H -0.52 -5.36 0.58
14 O -0.93 -1.53 3.63
15 S -1.21 -0.27 4.38
16 O -0.19 0.72 3.89
17 O -2.59 0.19 3.51
18 C -2.99 1.51 3.68
19 C -3.77 1.84 4.78
20 C -4.21 3.15 4.93
21 C -3.86 4.11 3.99
22 C -3.07 3.76 2.90
23 C -2.62 2.46 2.73
24 P -1.54 1.92 1.35
25 C -2.75 1.54 0.03
26 C -4.07 1.21 0.30
27 C -4.92 0.81 -0.73
28 C -4.45 0.73 -2.03
29 C -3.13 1.06 -2.31
30 C -2.28 1.46 -1.29
31 C -0.84 3.52 0.81
32 C -1.41 4.34 -0.15
33 C -0.83 5.56 -0.47
34 C 0.33 5.96 0.17
35 C 0.91 5.15 1.14
36 C 0.33 3.93 1.45
37 H -4.04 1.07 5.49
38 H -4.82 3.42 5.78
39 H -4.20 5.13 4.10
40 H -2.80 4.52 2.18
41 H -4.45 1.28 1.31
42 H -5.95 0.56 -0.51
43 H -5.11 0.41 -2.83
44 H -2.75 1.01 -3.32
45 H -1.26 1.72 -1.51
46 H -2.32 4.04 -0.65
47 H -1.28 6.19 -1.22
48 H 0.79 6.91 -0.08
49 H 1.82 5.45 1.64
50 H 0.79 3.28 2.19
51 S 1.97 0.93 0.86
52 Sb 1.31 -0.29 -1.45
53 C 1.23 1.43 -2.71
54 C 1.43 2.70 -2.17
55 C 1.30 3.82 -2.98
56 C 0.96 3.69 -4.32
57 C 0.75 2.43 -4.85
58 C 0.88 1.30 -4.05
59 C 0.29 -1.72 -2.74
60 C -1.07 -1.93 -2.55
61 C -1.76 -2.86 -3.33
62 C -1.08 -3.58 -4.30
63 C 0.28 -3.37 -4.50
64 C 0.96 -2.45 -3.72
65 C 3.29 -0.98 -1.74
66 C 3.58 -2.33 -1.58
67 C 4.89 -2.78 -1.69
68 C 5.91 -1.88 -1.96
69 C 5.63 -0.53 -2.12
70 C 4.32 -0.08 -2.01
71 H 1.68 2.81 -1.12
72 H 1.46 4.81 -2.55
73 H 0.85 4.57 -4.94
74 H 0.48 2.32 -5.90
75 H 0.70 0.32 -4.48
76 H -1.60 -1.37 -1.79
77 H -2.82 -3.02 -3.17
78 H -1.61 -4.30 -4.91
79 H 0.81 -3.93 -5.26
80 H 2.02 -2.30 -3.87
81 H 2.79 -3.03 -1.36
82 H 5.11 -3.84 -1.57
83 H 6.93 -2.24 -2.05
84 H 6.43 0.17 -2.33
85 H 4.11 0.97 -2.13
86 N 2.07 -0.96 3.45
87 C 2.92 -2.09 3.24
88 C 2.71 -3.25 3.97
89 C 3.48 -4.37 3.73
90 C 4.47 -4.34 2.76
91 C 4.68 -3.18 2.03
92 C 3.90 -2.05 2.26
93 H 2.58 -0.10 3.27
94 H 1.72 -0.94 4.40
95 H 1.91 -3.28 4.71
96 H 3.31 -5.28 4.30
97 H 5.08 -5.21 2.57
98 H 5.44 -3.14 1.26
99 H 4.03 -1.15 1.67

Calculated values
Energy above the lowest of the compared OMol25 structures with the same formula, charge and spin in kcal/mol: 0.00
HOMO (spin up / spin down) in eV: -6.3 / -7.6
LUMO (spin up / spin down) in eV: 0.41 / -0.56
<S²>: 0.759
2S+1: 2
Molar mass in g/mol: 990.74
Kohn-Sham gap (spin up / spin down) in eV: 6.724 / 7.074

Partial charges, Mulliken, in e:
1 Sc 0.00
2 O 2.57
3 N -0.35
4 C -0.23
5 C -1.13
6 C -0.34
7 C -1.01
8 C 0.38
9 S -0.36
10 H 0.51
11 H 0.48
12 H 0.39
13 H 0.52
14 O -0.38
15 S 0.17
16 O -0.53
17 O -0.18
18 C 0.18
19 C -0.43
20 C -0.64
21 C -0.75
22 C -0.81
23 C -0.21
24 P 2.06
25 C 0.10
26 C -0.88
27 C -0.66
28 C -0.72
29 C -0.81
30 C 0.04
31 C 0.13
32 C 0.13
33 C -0.91
34 C -0.54
35 C -0.72
36 C -0.46
37 H 0.50
38 H 0.39
39 H 0.45
40 H 0.41
41 H 0.37
42 H 0.43
43 H 0.40
44 H 0.51
45 H 0.44
46 H 0.45
47 H 0.43
48 H 0.40
49 H 0.44
50 H 0.40
51 S -1.01
52 Sb 0.97
53 C 0.69
54 C -0.49
55 C -0.47
56 C -0.74
57 C -0.79
58 C -0.45
59 C 0.32
60 C -0.11
61 C -0.94
62 C -0.74
63 C -0.76
64 C -0.55
65 C 0.77
66 C -0.26
67 C -0.85
68 C -0.53
69 C -0.58
70 C -0.56
71 H 0.23
72 H 0.49
73 H 0.39
74 H 0.43
75 H 0.44
76 H 0.45
77 H 0.45
78 H 0.39
79 H 0.42
80 H 0.51
81 H 0.38
82 H 0.43
83 H 0.38
84 H 0.41
85 H 0.32
86 N -0.06
87 C 0.12
88 C -0.18
89 C -0.72
90 C -0.67
91 C -0.46
92 C -0.04
93 H 0.20
94 H 0.27
95 H 0.35
96 H 0.39
97 H 0.40
98 H 0.46
99 H 0.24

---

(4)
DFT (ωB97M-V with the def2-TZVPD basis set) results for C47H41BN2O2RhS2Sb as an isolated structure in a non-equilibrium geometry.

Cartesian coordinates (Å):
1 Rh -1.35 -0.35 1.60
2 S -1.42 -0.85 3.94
3 C -2.25 -2.24 3.34
4 N -2.36 -2.39 2.05
5 C -3.05 -3.54 1.71
6 C -3.36 -3.97 0.43
7 C -4.05 -5.15 0.26
8 C -4.45 -5.91 1.37
9 C -4.17 -5.48 2.66
10 C -3.47 -4.29 2.82
11 S -2.97 -3.50 4.29
12 H -3.06 -3.36 -0.41
13 H -4.29 -5.50 -0.73
14 H -4.99 -6.84 1.22
15 H -4.49 -6.06 3.52
16 N -6.13 8.42 1.70
17 C -5.57 7.41 1.76
18 C -4.88 6.15 1.83
19 C -5.60 4.96 1.93
20 C -4.94 3.75 1.93
21 C -3.55 3.70 1.82
22 C -2.83 4.90 1.78
23 C -3.49 6.11 1.77
24 C -2.86 2.45 1.75
25 C -2.28 1.38 1.69
26 H -6.68 5.00 2.00
27 H -5.50 2.82 1.99
28 H -1.75 4.86 1.75
29 H -2.94 7.04 1.71
30 C 7.23 -1.90 1.26
31 C 6.38 -1.78 2.53
32 C 7.14 -0.94 3.57
33 C 6.17 -3.18 3.10
34 C 5.06 -1.08 2.21
35 C 5.07 0.17 1.58
36 C 3.91 0.87 1.25
37 C 2.72 0.27 1.57
38 O 1.43 0.71 1.35
39 B 0.63 -0.31 1.85
40 O 1.37 -1.32 2.42
41 C 2.69 -0.95 2.21
42 C 3.82 -1.65 2.54
43 H 8.15 -2.43 1.48
44 H 7.49 -0.92 0.85
45 H 6.69 -2.45 0.49
46 H 8.08 -1.44 3.84
47 H 6.55 -0.82 4.47
48 H 7.38 0.05 3.18
49 H 7.14 -3.65 3.27
50 H 5.61 -3.81 2.41
51 H 5.64 -3.15 4.05
52 H 6.03 0.63 1.35
53 H 3.95 1.83 0.76
54 H 3.74 -2.60 3.04
55 C -1.34 -3.00 -2.86
56 C -1.69 -1.86 -3.77
57 C -1.95 -2.12 -5.12
58 C -2.25 -1.11 -6.01
59 C -2.27 0.21 -5.57
60 C -2.01 0.49 -4.24
61 C -1.74 -0.53 -3.33
62 Sb -1.31 -0.01 -1.28
63 C -1.73 2.07 -1.47
64 C -3.02 2.31 -1.94
65 C -3.49 3.60 -2.15
66 C -2.65 4.67 -1.87
67 C -1.39 4.44 -1.34
68 C -0.91 3.15 -1.11
69 C 0.41 2.96 -0.43
70 C 0.76 -0.53 -1.49
71 C 1.14 -1.61 -0.69
72 C 2.44 -2.12 -0.75
73 C 3.36 -1.52 -1.60
74 C 2.97 -0.46 -2.40
75 C 1.67 0.03 -2.39
76 C 1.27 1.09 -3.38
77 H -1.41 -3.95 -3.39
78 H -2.01 -3.05 -2.01
79 H -0.32 -2.90 -2.48
80 H -1.92 -3.15 -5.46
81 H -2.46 -1.34 -7.05
82 H -2.48 1.01 -6.26
83 H -2.01 1.52 -3.92
84 H -3.68 1.47 -2.16
85 H -4.49 3.76 -2.53
86 H -2.99 5.68 -2.05
87 H -0.76 5.28 -1.08
88 H 0.94 3.91 -0.32
89 H 1.06 2.25 -0.94
90 H 0.24 2.56 0.57
91 H 0.43 -2.07 -0.01
92 H 2.72 -2.96 -0.13
93 H 4.38 -1.89 -1.64
94 H 3.70 0.00 -3.06
95 H 2.15 1.61 -3.76
96 H 0.59 1.83 -2.96
97 H 0.76 0.63 -4.23

Calculated values
Energy above the lowest of the compared OMol25 structures with the same formula, charge and spin in kcal/mol: 52.35
HOMO in eV: -8.1
LUMO in eV: -0.79
Molar mass in g/mol: 965.47
Kohn-Sham gap in eV: 7.342

Partial charges, Mulliken, in e:
1 Rh 0.65
2 S -0.32
3 C 0.56
4 N -0.15
5 C -1.11
6 C 0.17
7 C -0.62
8 C -0.41
9 C -0.57
10 C 0.95
11 S -0.29
12 H 0.15
13 H 0.41
14 H 0.37
15 H 0.38
16 N -0.51
17 C -0.04
18 C 0.56
19 C -0.73
20 C -0.47
21 C 0.76
22 C -0.27
23 C -0.69
24 C 0.32
25 C -1.32
26 H 0.47
27 H 0.49
28 H 0.47
29 H 0.46
30 C -1.59
31 C 1.93
32 C -1.65
33 C -2.06
34 C 0.84
35 C -0.38
36 C -2.15
37 C 0.87
38 O -0.16
39 B 0.31
40 O -0.33
41 C 0.56
42 C -1.07
43 H 0.45
44 H 0.32
45 H 0.33
46 H 0.46
47 H 0.38
48 H 0.33
49 H 0.43
50 H 0.41
51 H 0.35
52 H 0.39
53 H 0.52
54 H 0.56
55 C -0.74
56 C 0.82
57 C -0.75
58 C -0.77
59 C -0.90
60 C -0.54
61 C 0.57
62 Sb 1.81
63 C 0.97
64 C -1.12
65 C -0.80
66 C -0.70
67 C -0.44
68 C 0.34
69 C -1.01
70 C 1.14
71 C -1.65
72 C -0.63
73 C -0.93
74 C -0.84
75 C 0.59
76 C -1.40
77 H 0.49
78 H -0.25
79 H 0.20
80 H 0.39
81 H 0.38
82 H 0.46
83 H 0.47
84 H 0.52
85 H 0.49
86 H 0.43
87 H 0.39
88 H 0.52
89 H -0.25
90 H 0.09
91 H 0.67
92 H 0.55
93 H 0.37
94 H 0.44
95 H 0.50
96 H 0.05
97 H 0.34